145
Properties=species:S:1:pos:R:3:forces:R:3 method="wB97M-V/def2-TZVPD" max_force_ev_per_a=2.88 charge=-1 homo_ha=-0.260
F -2.2741 0.6385 0.7608 0.743 0.790 -1.155
F -1.7329 0.9015 -1.3933 -0.109 0.533 1.503
F -1.5664 2.6109 0.0048 -0.219 -1.298 -0.064
O 4.6180 -2.5768 3.7246 -0.525 0.842 -0.356
O -0.1062 -0.1723 5.6899 -0.002 -0.164 0.185
O -2.5742 3.1930 4.4210 -0.202 -0.201 -0.499
O 0.4190 -0.2586 -0.5344 -0.163 -0.505 -0.893
O 5.1172 -4.3574 -2.5197 -0.223 0.966 0.340
O -6.6667 4.1183 -1.8428 -0.293 0.220 0.322
O 1.6578 4.5220 -0.8763 0.164 -0.397 0.215
O 3.1227 0.9187 -1.5565 -0.205 0.104 -0.034
O 0.3066 3.5159 2.2637 0.241 -0.572 -0.971
O 6.4242 -1.7577 -3.2362 0.431 -0.092 0.051
O -0.7596 -2.1660 3.7018 -0.918 -0.106 0.036
O 0.4784 -3.5115 -4.7902 0.146 0.442 -0.414
O -1.8026 1.8862 -4.0334 0.913 -0.441 -0.721
O -5.9903 5.8109 1.2715 0.281 -0.216 0.617
O 0.6552 2.2630 -2.8740 1.156 -0.297 0.548
O -4.0597 -3.6431 -0.7043 -0.305 -0.389 -0.230
O 3.8539 -4.9245 -5.0653 0.184 0.346 0.197
O 0.9506 1.8244 0.0681 0.456 1.166 -0.954
O 4.5164 -0.8508 1.3455 0.861 -0.313 0.610
O 0.5618 -6.2768 2.1971 0.552 0.227 -0.217
O -0.5466 -1.1185 -5.7938 0.208 0.268 0.241
O -6.3250 -1.9985 -0.1746 0.385 0.079 0.142
O -2.8424 -0.3692 3.6890 0.547 -0.183 0.330
O -5.1995 3.1481 2.7625 0.054 0.403 -0.361
O -4.4612 2.8286 -3.4528 0.143 -0.702 -0.035
O 2.9399 6.9936 0.4724 0.003 -0.767 0.467
O 2.5585 1.7679 2.3351 0.053 -0.641 -0.636
O 2.8667 -5.0158 3.0139 0.461 0.589 0.434
C 2.4620 -4.8666 -4.7918 0.244 -0.520 -0.440
C 2.9066 -5.7858 1.8504 0.206 -0.383 -1.251
C 1.6504 1.8832 3.4142 -0.260 0.824 -0.104
C -1.3820 1.2686 -0.1090 -1.461 0.187 -0.872
C 0.0417 0.8575 0.1953 1.297 -0.545 2.514
C 2.9924 5.5984 0.8808 0.105 0.170 0.633
C 0.3792 -2.4750 -1.2175 1.286 -0.231 -0.065
C 1.0724 3.2876 3.4110 0.017 0.138 0.661
C -5.3568 3.4868 1.3604 -0.097 0.086 0.368
C 4.6938 -3.0332 -2.0406 -0.080 -0.143 -0.185
C 0.8162 -1.1744 5.2598 -0.227 -0.203 -0.158
C -6.3623 2.7341 -1.9360 -0.377 0.062 -0.177
C 0.5021 -1.5974 3.8465 -0.118 1.472 -1.175
C 2.7664 0.9570 -2.9244 1.006 -0.523 0.189
C -4.9698 -1.5187 -0.0155 -0.369 0.634 -0.120
C -3.0723 0.8245 4.4244 -1.790 1.278 -0.875
C 5.0518 -1.9782 -3.0742 -0.978 -0.170 0.179
C -2.0762 1.9171 4.0745 1.498 -0.860 0.266
C 0.0819 -1.5562 -0.0672 -0.163 -0.012 -0.086
C -4.9079 4.9088 1.0663 0.176 -0.654 -0.604
C 2.9481 4.7066 -0.3452 0.760 0.510 0.137
C 3.4198 -1.6009 1.8226 -1.571 0.956 -0.341
C 1.8548 -3.5380 -5.1473 -0.134 1.270 0.624
C 3.3789 -1.9119 3.3019 1.846 -0.147 0.756
C 1.5278 -5.8135 1.2255 -0.425 -0.902 1.039
C -1.1607 -0.3381 -4.7426 -1.199 -0.618 0.102
C -4.0082 -2.6454 0.2734 0.058 0.530 0.178
C 2.0772 2.2459 -3.3077 -2.087 -0.114 -0.080
C -4.9044 2.5205 -2.1502 0.980 -0.529 0.441
C -1.5832 1.0671 -5.1722 1.618 0.018 -0.667
H 2.5705 -2.5794 3.6032 1.245 -0.169 -0.438
H -1.1343 1.7022 4.5947 -0.250 0.463 0.292
H -5.5187 3.9107 3.2683 -0.041 -0.269 -0.104
H 1.2912 -2.2262 3.4237 -1.636 -0.072 0.333
H -2.9950 -2.2444 0.2834 0.034 0.021 -0.002
H -3.1819 3.3890 3.6857 0.019 0.213 0.458
H 2.2052 1.7185 4.3355 -0.020 -0.206 0.130
H 3.5971 5.2202 -1.0698 -0.361 -0.118 -0.234
H 0.8929 -5.9923 3.0617 -0.227 0.103 -0.183
H 3.9188 5.4072 1.4567 -0.038 0.109 -0.436
H -1.7599 1.8613 3.0259 -0.557 0.009 -0.095
H 2.3403 1.1678 -1.0266 -0.053 -0.173 0.183
H 5.3198 -1.9420 3.4930 -0.199 -0.485 0.004
H 3.6005 -2.9860 -1.9034 0.236 -0.343 -0.106
H 6.8231 -2.6060 -3.4682 -0.049 0.118 -0.001
H -4.7203 2.8121 0.7877 0.034 -0.162 0.235
H -0.6125 -0.3021 -3.7933 0.446 0.058 -0.381
H 3.2414 -6.8103 2.0517 -0.167 -0.053 0.228
H 0.6976 -1.7974 0.8093 -0.167 -0.015 0.010
H -0.7115 -0.5531 6.3295 -0.062 -0.046 -0.083
H 0.6463 2.9110 1.5483 -0.546 0.825 0.236
H -4.5582 4.9607 0.0286 -0.169 -0.004 0.064
H 2.0436 1.7187 1.4845 0.331 0.048 0.270
H -3.6695 -0.7981 3.4697 -0.150 0.051 0.057
H -4.0290 1.2549 4.0837 0.029 -0.221 -0.018
H -6.9804 2.2626 -2.7065 0.189 -0.069 -0.092
H 2.3884 -2.7528 -4.5692 -0.020 -0.195 -0.190
H -0.7389 1.4576 -5.7849 -0.157 0.113 0.334
H 1.9504 2.3430 -4.3935 0.508 0.049 0.161
H -5.8570 6.6106 0.7618 0.164 0.030 -0.084
H 1.4248 -2.3106 -1.5188 -0.142 0.073 0.014
H -4.6366 1.4935 -1.8588 -0.211 -0.129 -0.308
H -4.7578 -0.9899 -0.9514 0.248 -0.345 0.031
H 0.3391 -3.5268 -0.9359 -0.437 -0.027 -0.055
H 0.0642 0.5742 1.2697 -0.717 -0.368 0.088
H 5.1408 -2.8038 -1.0675 0.158 -0.063 -0.191
H 0.7543 -2.0950 5.8486 0.158 0.282 0.458
H 0.8117 1.1873 3.3216 0.169 -0.120 0.147
H 1.2301 -4.8345 0.8464 0.062 0.025 -0.081
H -2.3889 1.0379 -5.9103 -0.476 0.111 0.633
H 0.6363 2.2446 -1.8816 0.138 0.036 -0.723
H 2.1860 5.3461 1.5876 -0.136 0.164 -0.424
H -0.9736 -1.6711 0.2058 0.073 0.366 0.134
H 3.6032 -5.4166 1.0791 -0.030 0.296 0.287
H -6.9263 4.4525 -2.7021 0.123 -0.057 -0.158
H 1.9633 -3.2652 -6.2066 0.257 -0.428 0.008
H -6.6322 2.2609 -0.9895 -0.065 0.146 0.080
H 3.2229 -0.9863 3.8829 0.338 -0.182 -0.212
H -0.8616 1.9942 -3.6799 -1.260 0.264 0.246
H 0.5483 -0.6828 3.2211 0.064 -0.233 0.140
H -0.2141 -2.2567 -2.0954 -0.368 -0.138 -0.040
H 3.3090 -2.5225 1.2481 0.291 0.038 -0.159
H -4.9962 -3.7850 -0.9046 0.167 -0.034 0.031
H 1.9114 3.9925 3.5022 0.038 0.061 -0.171
H 4.5728 -2.2419 -4.0274 0.127 -0.156 -0.018
H 4.3555 0.0855 1.5401 -0.151 -0.204 -0.089
H -4.3583 3.1177 -1.4105 -0.057 0.304 -0.028
H -1.4504 -1.4536 3.6444 0.754 -0.614 0.243
H -2.0796 -0.8986 -4.5087 0.307 0.012 -0.031
H 1.9835 -5.6288 -5.4120 -0.104 -0.157 0.306
H 0.3685 -0.8553 -5.9742 -0.345 0.453 0.215
H 1.5318 -6.5802 0.4487 -0.070 0.321 -0.298
H 2.2277 0.0379 -3.2209 -0.573 0.436 0.142
H 2.3476 -5.0833 -3.7285 -0.624 -0.016 -0.014
H -6.8107 -1.9097 0.6494 0.133 -0.033 0.063
H 1.3002 3.7346 -0.4229 -0.166 0.236 -0.256
H 2.9583 7.5083 1.2880 -0.072 0.006 -0.209
H 2.5601 -0.9426 1.6138 -0.314 -0.650 0.039
H 0.4113 3.4818 4.2611 0.089 -0.238 0.151
H 3.7124 -4.5549 3.1423 -0.250 -0.081 0.096
H -3.2392 0.7183 5.5021 0.638 -0.489 0.030
H 3.4635 3.7597 -0.1322 -0.314 -0.038 0.111
H 2.5384 3.1324 -2.8637 0.233 -0.218 -0.181
H 5.4448 -4.8672 -1.7729 -0.090 0.024 -0.082
H -4.2056 -3.0219 1.2885 -0.062 -0.227 -0.095
H -4.8657 -0.7552 0.7697 -0.280 -0.169 0.007
H 0.1354 -2.6602 -5.1599 -0.209 -0.889 0.449
H 4.2899 -4.7284 -4.2179 0.165 -0.138 -0.377
H -6.4006 3.3197 1.0737 0.122 0.182 -0.091
H 4.5523 -1.0549 -2.7552 0.458 -0.043 0.104
H 1.8010 -0.7077 5.3075 0.070 -0.315 0.153
H -4.0084 5.0350 1.6968 -0.396 0.642 0.045
H 3.7286 0.8107 -3.4415 -0.186 0.643 -0.198
H -3.6624 2.2732 -3.5988 -0.225 0.792 -0.091